21
Properties=species:S:1:pos:R:3 method="wB97M-V/def2-TZVPD" lumo_energy_ev=1.1 relative_energy_kcal_mol=22.5 total_energy_ha=-275.08033 homo_lumo_gap_ev=9.84 spin_multiplicity=1
C -1.37309 1.10904 -1.89175
C -1.72051 -0.07686 -0.96417
C -1.22204 0.13120 0.45104
C 0.25267 -0.09740 0.71549
C 0.80169 -1.26952 0.40452
C 2.24163 -1.64777 0.59421
C 1.00477 1.08447 1.24979
H -1.34658 0.78556 -2.93130
H -0.47658 1.62474 -1.56393
H -2.24118 1.77852 -1.89925
H -1.37209 -1.03247 -1.37443
H -2.80549 -0.17330 -0.94488
H -1.86818 -0.39958 1.16145
H -1.51117 1.12881 0.79988
H 0.13923 -1.97675 -0.07853
H 2.74255 -0.83436 1.10422
H 2.69088 -1.83781 -0.37841
H 2.38224 -2.56387 1.16356
H 0.53652 2.04574 1.06043
H 2.05526 1.18314 0.97044
H 1.08948 1.03846 2.35161

=====

21
Properties=species:S:1:pos:R:3 method="wB97M-V/def2-TZVPD" lumo_energy_ev="0.0 / 0.9" relative_energy_kcal_mol=124.7 total_energy_ha=-274.91752 homo_lumo_gap_ev="6.86 / 9.54" spin_multiplicity=1
C -1.72774 1.56165 0.01736
C -1.97063 0.14845 0.26269
C -1.87962 -0.71123 -0.84444
C 0.68554 -1.22018 1.57161
C 1.57382 -0.31230 1.17719
C 2.26170 -0.37532 -0.15813
C 1.44269 0.43372 -1.15031
H -1.99067 1.84691 -1.00577
H -2.15785 2.25929 0.73895
H -0.60196 1.61579 0.05449
H -1.83228 -0.24390 1.26614
H -2.43127 -0.36768 -1.72807
H -0.66946 -0.48364 -1.14717
H -2.05297 -1.77234 -0.65333
H 0.15333 -1.15299 2.51496
H 0.49521 -2.09291 0.94884
H 1.78256 0.55747 1.80342
H 3.30633 -0.01934 -0.05758
H 2.33112 -1.42299 -0.47682
H 1.74100 0.24359 -2.18346
H 1.54118 1.50796 -0.95058

=====

21
Properties=species:S:1:pos:R:3 method="wB97M-V/def2-TZVPD" smiles="C=C(C)C.C=CC" lumo_energy_ev=1.0 relative_energy_kcal_mol=58.2 total_energy_ha=-275.02356 homo_lumo_gap_ev=9.68 spin_multiplicity=1
C -0.48288 -1.31846 -1.46659
C 0.03521 0.02900 -1.05271
C -0.98718 1.12684 -0.93520
C 1.32537 0.33223 -1.20929
C 0.08066 -0.54340 1.33923
C -1.09586 -0.23728 1.87744
C 1.24143 0.36710 1.55411
H 0.27131 -2.10626 -1.36832
H -1.39457 -1.63231 -0.94764
H -0.72081 -1.21018 -2.52976
H -1.17717 1.45770 -1.95872
H -1.93428 0.79756 -0.49550
H -0.62274 1.98728 -0.36190
H 1.88999 0.39330 0.67288
H 2.07483 -0.42515 -1.42321
H 1.66314 1.36469 -1.19961
H 0.30027 -1.56263 1.02130
H -1.32532 0.79820 2.12376
H -1.81502 -0.99015 2.16739
H 1.76667 -0.01843 2.43319
H 0.90695 1.39037 1.75916

=====

Calculated F_max in order - 0.0305; 0.0541; 0.0265 Eh/bohr